{
  "formula": "C56H124N8O26",
  "method": "ωB97M-V with the def2-TZVPD basis set",
  "symbols": ["C", "C", "C", "O", "C", "O", "O", "H", "H", "H", "H", "H", "H", "C", "C", "C", "O", "C", "O", "O", "H", "H", "H", "H", "H", "H", "C", "C", "C", "O", "C", "O", "O", "H", "H", "H", "H", "H", "H", "C", "C", "C", "O", "C", "O", "O", "H", "H", "H", "H", "H", "H", "C", "C", "C", "O", "C", "O", "O", "H", "H", "H", "H", "H", "H", "C", "C", "C", "O", "C", "O", "O", "H", "H", "H", "H", "H", "H", "C", "C", "C", "O", "C", "N", "H", "H", "H", "H", "H", "H", "H", "H", "H", "H", "H", "C", "C", "C", "O", "C", "N", "H", "H", "H", "H", "H", "H", "H", "H", "H", "H", "H", "C", "C", "C", "O", "C", "N", "H", "H", "H", "H", "H", "H", "H", "H", "H", "H", "H", "C", "C", "C", "O", "C", "N", "H", "H", "H", "H", "H", "H", "H", "H", "H", "H", "H", "C", "C", "C", "O", "C", "N", "H", "H", "H", "H", "H", "H", "H", "H", "H", "H", "H", "C", "C", "C", "O", "C", "N", "H", "H", "H", "H", "H", "H", "H", "H", "H", "H", "H", "C", "C", "C", "O", "C", "N", "H", "H", "H", "H", "H", "H", "H", "H", "H", "H", "H", "C", "C", "C", "O", "C", "N", "H", "H", "H", "H", "H", "H", "H", "H", "H", "H", "H"],
  "positions_angstrom": [[1.33111, 4.73687, -1.51482], [2.20701, 4.13552, -2.60712], [3.03837, 5.22755, -3.37644], [4.35209, 4.81345, -3.20798], [4.39249, 3.74614, -2.29180], [5.38752, 3.19727, -1.90467], [3.19387, 3.42988, -1.88246], [1.01161, 3.99829, -0.80586], [0.41650, 5.25917, -1.89893], [1.91080, 5.51436, -0.98746], [1.76878, 3.47256, -3.39132], [2.96593, 6.20180, -2.86700], [2.79055, 5.27946, -4.48274], [-2.62486, -4.91615, 0.12466], [-1.15424, -4.63323, 0.38386], [-0.88164, -3.06990, 0.69470], [-0.91591, -2.97966, 2.12747], [-0.65730, -4.19256, 2.61085], [-0.42252, -4.38537, 3.77205], [-0.79092, -5.15170, 1.66561], [-2.86401, -5.95329, 0.20105], [-2.81926, -4.59996, -0.88610], [-3.19771, -4.32921, 0.81907], [-0.43685, -5.03414, -0.33198], [-1.59965, -2.38433, 0.32482], [0.09215, -2.69051, 0.36877], [4.47288, -2.99237, 5.90092], [3.25546, -2.79169, 5.09190], [3.15516, -1.31972, 4.57015], [2.53783, -1.51679, 3.28851], [2.70230, -2.78068, 2.87713], [2.50437, -3.14894, 1.74727], [3.19268, -3.55224, 3.86891], [4.59887, -3.97067, 6.19588], [4.47475, -2.39844, 6.82936], [5.40125, -2.77099, 5.27074], [2.26062, -2.94955, 5.65277], [4.11975, -0.91915, 4.42060], [2.52968, -0.74429, 5.18303], [-8.76047, -1.33584, 1.71761], [-7.42446, -1.77385, 2.29420], [-7.41480, -3.21857, 2.69513], [-7.11264, -3.82982, 1.45152], [-6.56171, -2.93864, 0.61139], [-6.26259, -3.03447, -0.53867], [-6.43629, -1.73325, 1.26709], [-9.17265, -1.96864, 0.97227], [-8.68073, -0.32964, 1.26732], [-9.49927, -1.29853, 2.54688], [-7.07784, -1.18609, 3.18584], [-8.36797, -3.46708, 3.11538], [-6.61888, -3.49505, 3.40533], [-2.48773, -4.56559, 6.14815], [-2.90226, -3.21203, 5.51938], [-3.61661, -3.23911, 4.18470], [-4.96095, -2.95943, 4.52213], [-5.03671, -2.48435, 5.73424], [-6.04676, -2.08105, 6.22737], [-3.83138, -2.53476, 6.29706], [-2.17350, -4.43541, 7.17382], [-1.66744, -5.13743, 5.63145], [-3.33595, -5.26382, 6.18341], [-2.09343, -2.47241, 5.55583], [-3.71156, -4.21353, 3.57148], [-3.29087, -2.41671, 3.46547], [-4.96842, 2.86652, 7.65560], [-5.16012, 2.85843, 6.16536], [-3.90132, 3.15561, 5.34960], [-3.68996, 1.94651, 4.60593], [-4.67293, 1.11199, 4.80571], [-4.67895, 0.02708, 4.34859], [-5.62406, 1.57307, 5.68023], [-4.35249, 2.00600, 7.94997], [-5.91758, 2.90618, 8.08975], [-4.52955, 3.84662, 7.87539], [-5.91455, 3.62748, 5.86212], [-2.96395, 3.46944, 5.86509], [-4.10334, 3.89836, 4.55007], [-3.15972, -0.66105, -1.85934], [-3.92853, -1.15521, -3.07333], [-3.52566, -0.34333, -4.27780], [-4.58076, 0.06711, -5.16105], [-5.13725, -1.06888, -5.80292], [-3.76003, -2.62996, -3.22856], [-3.23077, 0.41033, -1.78109], [-2.10164, -0.88740, -1.87179], [-3.59129, -1.10990, -0.97940], [-4.95567, -0.90428, -2.85479], [-2.80540, -0.95284, -4.80046], [-3.01115, 0.55636, -3.97083], [-6.15990, -1.25312, -5.56104], [-4.61626, -1.98115, -5.53533], [-5.16734, -0.83697, -6.83031], [-4.55697, -2.91311, -3.79292], [-3.90167, -3.05368, -2.30639], [-0.34830, 1.24640, -5.98449], [0.11868, 2.39586, -5.08015], [-0.08016, 3.66156, -5.94833], [0.30244, 4.81299, -5.24795], [-0.00320, 5.90060, -6.06499], [-0.73686, 2.45826, -3.91662], [-0.33143, 0.28906, -5.47646], [0.18454, 1.14637, -6.90765], [-1.38992, 1.49377, -6.17351], [1.16869, 2.19722, -4.89536], [-1.16428, 3.62019, -6.31589], [0.62244, 3.50749, -6.82007], [-1.07481, 5.91207, -6.37343], [0.60746, 5.80253, -6.98333], [0.26301, 6.83300, -5.54150], [-1.71623, 2.42150, -4.14817], [-0.53043, 3.27269, -3.34673], [3.73795, -1.60210, -4.06249], [4.73599, -0.53910, -3.54750], [4.43394, 0.83362, -4.19930], [4.49410, 0.72112, -5.61625], [4.51649, 1.92804, -6.38416], [4.62039, -0.46336, -2.09414], [3.88994, -1.66768, -5.12275], [2.74832, -1.27815, -3.66873], [4.04988, -2.56660, -3.63372], [5.78871, -0.72878, -3.86551], [5.22557, 1.51168, -3.74456], [3.46942, 1.21095, -3.88768], [4.27935, 2.88910, -5.85059], [3.75592, 1.77459, -7.19142], [5.50048, 2.08408, -6.88371], [4.82574, 0.46512, -1.78852], [3.61692, -0.55948, -1.95480], [-5.26513, 3.18293, -2.25418], [-4.77294, 3.97898, -3.46064], [-3.70028, 4.98945, -2.96902], [-4.37117, 6.01614, -2.25372], [-3.47703, 7.05397, -1.94324], [-4.18120, 3.18831, -4.49888], [-5.51488, 3.87471, -1.44783], [-4.43858, 2.48345, -2.01890], [-6.11094, 2.59209, -2.54177], [-5.59859, 4.61194, -3.78969], [-3.17467, 5.43211, -3.81234], [-2.92406, 4.60148, -2.31834], [-2.62361, 6.83363, -1.28831], [-4.01358, 7.94573, -1.52581], [-3.03312, 7.30808, -2.91148], [-3.99444, 3.86727, -5.20182], [-4.74013, 2.43528, -4.73234], [7.42781, -4.89893, -1.36547], [6.15979, -5.23324, -2.05488], [4.88455, -4.67845, -1.33998], [3.70336, -5.27445, -1.99807], [2.46240, -5.20645, -1.27869], [6.22570, -4.89176, -3.44543], [7.36821, -5.21049, -0.33096], [7.66624, -3.85710, -1.29992], [8.28151, -5.41009, -1.87795], [6.07904, -6.34885, -2.11551], [4.81832, -3.61137, -1.27011], [4.89984, -5.03148, -0.28374], [1.79807, -5.81608, -1.78273], [2.11055, -4.15873, -1.09319], [2.58105, -5.70291, -0.34443], [5.30442, -4.81595, -3.85020], [6.61580, -3.92607, -3.59430], [2.17009, 1.95436, 2.78050], [0.73087, 1.96574, 3.16338], [0.43060, 1.83719, 4.74691], [0.91619, 0.75881, 5.43456], [-0.04641, -0.29872, 5.31365], [0.10168, 3.23245, 2.78491], [2.54922, 0.95881, 2.98882], [2.68207, 2.75668, 3.39551], [2.31661, 2.21879, 1.74076], [0.18630, 1.16835, 2.65708], [-0.66819, 1.87987, 4.71533], [0.79218, 2.79749, 5.19939], [-1.00319, -0.08820, 5.90600], [0.50434, -1.21180, 5.62701], [-0.31918, -0.46708, 4.22829], [0.63568, 4.01062, 3.28542], [-0.82251, 3.36575, 3.16425], [5.38365, 0.33627, 1.27291], [6.58189, -0.61307, 1.22651], [7.08116, -0.90756, 2.65976], [7.31392, 0.22651, 3.42089], [8.47370, 0.87571, 3.01351], [6.33311, -1.91145, 0.64158], [5.62500, 1.22864, 1.85650], [4.51174, -0.22466, 1.62086], [5.13242, 0.49208, 0.26090], [7.34450, -0.08800, 0.58025], [7.96606, -1.55336, 2.54928], [6.32545, -1.48326, 3.16691], [8.70245, 1.67882, 3.70655], [8.48904, 1.30018, 2.02556], [9.34489, 0.20100, 3.03045], [6.19717, -1.74937, -0.33558], [5.54519, -2.33477, 1.10227], [1.65019, -0.39837, -0.08379], [0.46476, -0.00887, -0.97618], [-0.48649, 0.91607, -0.17137], [-1.26418, 0.05357, 0.63628], [-2.22586, 0.79709, 1.37130], [0.93615, 0.51096, -2.22882], [2.12822, -1.23081, -0.61189], [1.31472, -0.75345, 0.88848], [2.31914, 0.49036, -0.20392], [-0.15045, -0.94197, -1.17026], [-1.14448, 1.61022, -0.76199], [0.08842, 1.48324, 0.54034], [-2.54473, 0.06839, 2.14006], [-3.10441, 1.02217, 0.71552], [-1.81074, 1.76159, 1.74855], [0.19761, 1.01722, -2.70522], [1.60463, 1.19408, -1.91883]],
  "atomic_forces_ev_per_a": [[-0.969, 1.132, -0.970], [-0.531, 1.277, -0.753], [-1.315, 0.152, -0.399], [1.528, -2.096, 1.086], [2.191, 0.594, -0.548], [-0.519, 0.753, -0.595], [-0.541, -0.739, -0.047], [-0.140, -0.482, 0.357], [0.723, -0.508, 0.055], [-0.107, -0.440, -0.126], [-0.103, 0.341, 1.116], [-0.403, -0.114, -0.488], [0.158, 0.046, 1.446], [1.245, 0.536, -0.412], [0.234, 2.243, 1.164], [0.499, -0.963, -0.579], [0.122, -0.180, -0.715], [-0.358, -0.431, 0.488], [0.102, -0.260, -0.406], [0.493, -0.398, 0.992], [-0.096, -0.739, 0.182], [-0.389, 0.209, -0.425], [-0.506, 0.185, 0.271], [-0.276, 0.046, -0.101], [-0.935, 0.379, -0.465], [0.024, -0.495, -0.014], [1.782, 1.402, -0.857], [-2.571, 1.735, 0.054], [-0.237, -2.766, -0.584], [-0.280, 0.496, -0.045], [0.378, -0.286, -0.778], [-0.111, 0.082, 0.981], [0.220, 0.016, 0.231], [0.077, -2.386, 0.696], [-0.079, 0.100, -0.568], [-1.190, 0.064, 0.881], [1.565, -0.352, -0.596], [1.121, 0.772, -0.137], [-0.584, 1.055, 0.625], [-0.188, 1.527, 1.410], [0.356, 0.920, 1.423], [1.000, 0.271, 0.585], [-0.143, -1.277, -1.406], [-0.072, 1.793, 0.392], [0.166, -1.070, 0.240], [-0.008, -0.536, -0.268], [-0.056, -0.934, -0.736], [0.007, -0.390, 0.343], [0.358, 0.122, -0.467], [-0.357, -0.052, -1.074], [-0.620, -0.746, -0.228], [-0.511, 0.350, -0.352], [0.005, -0.647, -0.650], [1.985, -0.596, -0.133], [0.071, -0.529, -3.203], [-0.457, -0.506, -1.318], [-0.824, 0.556, 0.934], [0.171, 0.018, 0.332], [-1.246, 0.617, 2.323], [0.086, 0.309, 0.292], [-0.784, 1.098, 0.144], [-0.070, 0.305, -0.089], [0.494, -0.786, -0.672], [0.863, 1.273, 1.253], [-0.122, -1.035, 0.976], [1.119, 0.370, -1.118], [-0.792, 0.940, -0.447], [0.342, 0.572, -1.466], [1.287, 1.256, 0.281], [-1.089, -0.815, 1.340], [-0.401, -1.457, -0.887], [1.261, 0.800, -0.537], [-0.199, 0.444, 0.270], [-1.396, -0.522, 1.064], [0.389, -0.345, 0.274], [0.350, -0.719, 0.415], [-0.818, -0.567, -0.008], [0.084, -0.021, 0.726], [0.051, -0.430, -0.108], [0.101, 0.020, 0.913], [0.096, 0.050, -0.513], [0.384, -0.566, 0.811], [0.001, 0.276, 0.576], [-0.301, 0.855, 0.015], [-0.210, 0.490, 0.131], [0.261, -0.274, -0.250], [-0.081, -0.106, 0.548], [-0.699, 0.031, 0.001], [0.434, -0.177, -0.640], [-0.105, 0.359, 0.072], [-0.985, 0.168, 0.755], [0.399, -0.058, -0.545], [0.411, -0.234, -1.510], [0.176, -0.493, 0.193], [-0.101, 0.153, -0.390], [-0.756, 0.207, 1.066], [-1.127, 0.173, -1.714], [0.957, -2.018, -0.506], [-0.859, -0.286, 0.152], [0.188, 0.955, -0.636], [0.982, -0.419, 0.916], [0.118, -0.122, 0.222], [0.393, 0.173, -0.506], [-0.315, -0.376, -0.445], [0.255, 0.339, 0.667], [1.261, 0.619, 0.512], [-0.809, 0.474, 0.315], [0.551, 0.060, 0.325], [-0.271, 0.382, 0.129], [-0.181, -0.353, -0.209], [-0.356, 0.240, -0.154], [-0.277, 0.008, -0.177], [1.329, 0.391, 1.365], [-0.032, 0.356, -1.189], [1.504, 0.217, 0.513], [0.290, 0.697, 0.296], [-0.358, 0.097, -0.610], [-0.504, -0.605, -0.538], [-0.708, 0.019, -0.602], [0.316, -0.493, -0.807], [-0.439, 0.146, 0.018], [-0.645, -0.369, 0.337], [-0.748, -0.327, -0.926], [-0.653, 0.086, 0.161], [0.073, -1.045, -0.002], [0.569, 0.337, 0.551], [-0.487, -0.254, 0.463], [0.423, 0.801, 0.310], [0.067, -0.050, 0.521], [1.174, -0.196, -0.754], [0.559, 1.146, 1.951], [-1.008, 0.242, 0.021], [0.036, -0.150, 0.622], [-0.128, 1.165, -0.650], [1.519, 1.435, 1.563], [0.082, -0.311, 0.030], [-0.446, 0.326, 0.433], [-0.669, -0.376, 0.047], [-0.189, 0.092, -0.282], [0.089, 0.163, -0.509], [0.157, -0.789, 0.155], [-0.335, -0.561, 0.234], [0.275, -0.973, -0.409], [0.243, 0.691, 0.090], [0.078, -0.343, -1.352], [-1.234, -1.731, -1.222], [1.246, -0.723, 0.268], [-1.744, -0.807, -0.227], [-0.548, -2.411, 0.507], [0.760, 0.876, 0.311], [2.255, 1.701, 0.597], [0.736, 2.274, -1.488], [0.189, -0.349, 0.283], [-0.083, 0.870, -0.296], [-0.671, 0.345, 0.499], [-0.266, 0.687, 0.737], [-0.021, 0.884, -0.501], [-0.037, 0.025, -0.425], [-1.597, -0.761, -1.532], [0.165, -0.768, -0.334], [0.230, -0.136, 1.260], [-0.341, -0.385, -0.027], [-0.313, -1.204, 0.404], [0.494, 0.955, 1.081], [-1.345, 0.207, 1.662], [0.227, 2.184, -2.145], [-0.840, -1.050, 0.228], [0.008, -0.739, -0.430], [1.453, 1.899, 0.450], [0.487, 0.110, -0.035], [-0.153, -1.013, -0.548], [-0.011, -0.133, -0.283], [0.030, -0.155, -0.048], [-0.035, -0.106, 0.622], [-0.064, -0.787, -0.172], [1.373, -0.334, -0.591], [-0.847, 0.414, 0.153], [0.165, 0.224, 1.051], [-0.651, -1.245, -1.070], [-0.480, -0.467, 0.048], [0.276, -1.199, 0.480], [0.575, 0.661, 0.595], [0.308, -0.246, -1.537], [0.018, 0.425, 0.393], [1.458, 0.119, 0.630], [0.810, 0.394, 0.186], [-0.397, -0.047, -0.239], [-0.050, 0.208, 0.684], [-0.265, 1.013, -1.158], [-0.307, -0.701, 0.859], [0.059, 0.168, 0.290], [-0.516, -0.301, 0.245], [-0.197, 0.112, 0.194], [-0.604, 0.201, -0.689], [-0.159, -0.124, 0.123], [-0.726, -0.468, -0.615], [-0.491, -0.238, -0.364], [-0.228, 0.225, -2.015], [-1.881, -1.341, 0.766], [-0.030, -0.582, -0.402], [-0.373, 0.452, 0.012], [-0.519, -0.686, -0.252], [0.331, -0.011, 0.245], [0.246, -0.014, 0.380], [0.429, 0.535, 0.223], [-0.100, -0.712, 1.179], [0.602, 0.916, 0.091], [0.538, -0.646, 0.084], [0.523, 0.962, -0.001], [-0.084, 0.916, 0.070], [0.502, -0.006, 0.438], [-0.257, -0.771, 0.044], [-0.147, 0.066, -0.248], [0.626, 0.712, -0.523]],
  "lowdin_charge": [-0.010, -0.296, -0.116, 0.040, -0.548, 0.140, 0.073, 0.066, 0.096, 0.097, 0.122, 0.132, 0.142, 0.000, -0.235, -0.047, 0.053, -0.577, 0.129, 0.073, 0.083, 0.074, 0.078, 0.142, 0.094, 0.106, -0.025, -0.303, -0.069, 0.037, -0.557, 0.132, 0.098, 0.053, 0.108, 0.117, 0.174, 0.115, 0.086, -0.017, -0.330, -0.096, 0.077, -0.553, 0.146, 0.061, 0.076, 0.097, 0.100, 0.167, 0.134, 0.122, -0.006, -0.318, -0.079, 0.022, -0.630, 0.153, 0.090, 0.073, 0.085, 0.088, 0.142, 0.168, 0.144, -0.015, -0.321, -0.078, 0.062, -0.586, 0.178, 0.099, 0.110, 0.065, 0.096, 0.161, 0.143, 0.137, -0.050, -0.414, -0.204, -0.182, -0.093, 0.059, 0.057, 0.069, 0.076, 0.138, 0.120, 0.089, 0.079, 0.076, 0.075, 0.056, 0.049, -0.048, -0.431, -0.231, -0.204, -0.128, 0.062, 0.079, 0.075, 0.074, 0.117, 0.144, 0.140, 0.095, 0.094, 0.095, 0.045, 0.064, -0.034, -0.419, -0.207, -0.192, -0.100, 0.073, 0.067, 0.082, 0.060, 0.144, 0.132, 0.101, 0.085, 0.087, 0.088, 0.038, 0.032, -0.037, -0.431, -0.206, -0.191, -0.125, 0.081, 0.083, 0.075, 0.069, 0.137, 0.107, 0.120, 0.082, 0.103, 0.077, 0.073, 0.037, -0.085, -0.475, -0.145, -0.209, -0.100, 0.026, 0.074, 0.057, 0.097, 0.147, 0.091, 0.125, 0.055, 0.094, 0.073, 0.054, 0.092, -0.050, -0.439, -0.228, -0.182, -0.082, 0.020, 0.059, 0.109, 0.068, 0.101, 0.098, 0.134, 0.115, 0.083, 0.107, 0.103, 0.044, -0.035, -0.433, -0.230, -0.172, -0.129, 0.062, 0.090, 0.070, 0.027, 0.151, 0.126, 0.103, 0.088, 0.077, 0.095, 0.042, 0.067, -0.044, -0.436, -0.195, -0.235, -0.089, 0.080, 0.071, 0.072, 0.089, 0.125, 0.132, 0.086, 0.093, 0.092, 0.079, 0.029, 0.043],
  "homo_ev": -8.6,
  "gap_ev": 8.66,
  "e_tot_ha": -4602.26054
}